No. 1
60
Properties=species:S:1:pos:R:3:forces:R:3:lowdin_charge:R:1 method="wB97M-V/def2-TZVPD" de_lowest_kj_mol=28.8 orbital_gap_ha=0.27534 fmax_ev_per_a=0.28 energy_ha=-4136.965546
Au -0.935436 1.091341 -1.043966 0.0052 0.0183 -0.2380 1.412
Cl -4.972439 -1.641265 -2.040484 0.0010 0.0004 0.0061 0.744
C -4.846474 -0.136021 -1.216457 0.0088 -0.0121 0.0093 -0.577
C -6.011197 0.479706 -0.718531 0.0002 -0.0075 0.0112 -0.100
C -5.955822 1.661521 -0.036925 0.0180 -0.0138 0.0126 -0.599
Cl -7.404873 2.369449 0.590841 -0.0098 0.0063 -0.0043 0.719
C -4.713169 2.304868 0.174965 0.0069 0.0037 0.0004 -0.156
C -4.502882 3.493160 0.907597 -0.0100 -0.0262 0.0186 0.018
C -3.238180 3.989148 1.079705 0.0187 0.0050 0.0055 -0.011
C -2.148483 3.328855 0.496767 -0.0314 0.0460 -0.0776 -0.058
N -2.339499 2.239482 -0.213384 -0.0212 0.0514 -0.0704 -0.026
C -3.579750 1.681383 -0.368304 0.0304 -0.0470 0.1029 -0.139
C -3.608201 0.439675 -1.044714 -0.0218 0.0179 -0.0055 -0.374
O -2.472140 -0.102356 -1.473815 0.0593 0.0309 0.0327 -0.204
H -6.961292 -0.012360 -0.872176 -0.0008 0.0020 0.0012 0.113
H -5.353547 3.993049 1.350517 -0.0006 0.0040 -0.0048 0.105
H -3.058269 4.880374 1.661862 -0.0022 0.0009 -0.0001 0.120
H -1.124932 3.670663 0.590359 -0.0036 -0.0045 0.0264 0.135
N 8.033359 -4.466470 -0.237424 0.0121 0.0013 -0.0015 0.165
C 7.037236 -3.959645 -0.501689 -0.0129 -0.0087 0.0002 -0.175
C 5.789005 -3.330901 -0.841109 -0.0042 -0.0021 0.0012 -0.221
C 5.271474 -3.470725 -2.124880 0.0072 -0.0086 -0.0027 -0.014
C 4.072478 -2.868050 -2.455975 0.0050 0.0312 -0.0299 -0.002
C 3.390371 -2.125818 -1.501500 0.0708 -0.0378 0.0152 -0.146
C 3.896019 -1.982695 -0.217912 0.0413 0.0429 -0.0819 0.015
C 5.096143 -2.587213 0.108810 0.0088 -0.0055 -0.0366 0.013
N 2.148104 -1.499572 -1.850713 -0.0166 0.0256 -0.0337 0.028
C 1.422619 -1.707591 -3.011519 -0.0226 -0.0476 0.0366 -0.011
C 0.327745 -0.917775 -2.939462 0.0216 -0.0230 0.0168 -0.074
N 0.394331 -0.224579 -1.754205 -0.0700 0.0563 -0.1250 -0.084
C 1.487539 -0.592381 -1.112867 0.0593 0.0229 0.0563 -0.057
H 5.809702 -4.048024 -2.863286 0.0013 0.0000 0.0000 0.125
H 3.695306 -2.977740 -3.461362 -0.0044 0.0122 -0.0153 0.105
H 3.359667 -1.446208 0.550848 0.1273 -0.0402 -0.1801 0.072
H 5.488323 -2.487091 1.111114 0.0018 0.0043 0.0044 0.133
H 1.722339 -2.404238 -3.769411 0.0026 -0.0186 0.0059 0.120
H -0.501945 -0.809375 -3.614781 0.0134 -0.0076 -0.0123 0.121
H 1.776858 -0.233305 -0.137470 0.0088 0.0149 -0.0248 0.135
C -0.052097 3.268237 -3.016041 -0.0187 -0.0285 0.0007 -0.022
C 0.777944 3.311415 -1.748851 0.1142 0.0523 -0.0358 -0.644
O 1.644150 4.129925 -1.583066 -0.0149 -0.0015 0.0275 0.093
O 0.524451 2.414157 -0.787953 -0.1356 -0.1116 0.0796 -0.206
H 0.314561 4.031094 -3.696069 -0.0001 0.0029 0.0010 0.086
H -1.104102 3.462184 -2.795678 -0.0009 -0.0019 0.0070 0.071
H 0.013376 2.291988 -3.500301 0.0171 -0.0025 0.0111 0.063
F -2.647508 1.478298 3.271931 0.0248 0.0095 -0.0239 0.116
C -1.455582 0.934957 3.570242 0.0208 0.0283 0.0179 -0.661
F -0.585381 1.928685 3.717942 0.0046 -0.0614 0.0202 0.141
F -1.567244 0.277963 4.715747 -0.0346 -0.0260 -0.0050 0.151
S -0.949279 -0.202896 2.176190 0.0241 0.1540 -0.1976 0.576
O -0.068666 0.635494 1.378359 -0.0051 -0.0143 0.1515 -0.369
O -2.190507 -0.590609 1.572142 -0.0401 -0.0229 0.0951 -0.275
N -0.224392 -1.417711 2.811128 0.0301 -0.0918 0.1091 -0.286
S 1.326067 -1.317963 3.147509 -0.1861 0.0948 0.1882 0.622
O 2.152895 -1.596134 1.999672 -0.1273 -0.0122 0.2024 -0.310
O 1.679438 -0.215878 3.990802 0.0175 -0.0360 -0.0277 -0.257
C 1.445048 -2.826039 4.197948 -0.0171 -0.0567 -0.0075 -0.690
F 0.612055 -2.752779 5.229244 0.0272 0.0169 -0.0174 0.149
F 1.170613 -3.921349 3.493356 -0.0074 0.0175 0.0049 0.143
F 2.694072 -2.914316 4.656685 0.0097 0.0039 -0.0206 0.140


No. 2
60
Properties=species:S:1:pos:R:3:forces:R:3:lowdin_spin:R:1 method="wB97M-V/def2-TZVPD" multiplicity=3 de_lowest_kj_mol=24.0 orbital_gap_ha="0.26969 / 0.20972" fmax_ev_per_a=0.42 energy_ha=-4136.919040
Au -0.611823 -1.559841 -0.895093 0.2393 -0.2148 -0.1609 0.578
Cl -3.687513 -5.714242 0.718176 0.0232 -0.0009 -0.0331 0.074
C -3.202264 -4.357860 1.619894 0.0389 0.0412 -0.0199 0.212
C -3.624982 -4.202065 2.923142 -0.0108 0.0156 0.0456 -0.020
C -3.254224 -3.085932 3.646629 0.0414 0.0677 -0.0288 0.235
Cl -3.816342 -2.938833 5.255439 -0.0064 0.0257 0.0300 0.084
C -2.411023 -2.057432 3.094489 -0.0856 -0.0616 0.0472 0.012
C -2.049303 -0.889122 3.787477 -0.0698 -0.0785 0.0822 0.025
C -1.233631 0.027283 3.184690 0.0890 0.0550 0.0377 -0.007
C -0.760349 -0.237099 1.898687 0.0028 -0.0875 -0.0984 0.023
N -1.103756 -1.326616 1.226122 -0.1511 -0.0857 -0.1066 0.046
C -1.938220 -2.222071 1.790870 0.0458 0.0526 0.0254 0.061
C -2.353327 -3.378800 0.967824 -0.0526 0.0447 0.1456 0.075
O -2.010316 -3.493960 -0.205071 -0.0329 -0.1182 -0.1713 0.261
H -4.256154 -4.954052 3.375266 -0.0044 0.0231 0.0125 -0.005
H -2.433714 -0.719896 4.782815 0.0092 0.0125 0.0221 0.002
H -0.968717 0.962052 3.658904 -0.0101 -0.0906 -0.0354 -0.001
H -0.114999 0.466161 1.388557 -0.0351 -0.0315 0.0047 0.001
N 8.190138 4.609622 -0.671774 -0.1347 -0.1361 0.0019 0.000
C 7.394602 3.779232 -0.684550 -0.0023 -0.0005 -0.0059 0.000
C 6.403830 2.730346 -0.699018 0.1248 0.0455 0.0024 0.000
C 6.802259 1.397967 -0.731595 0.0779 0.0246 0.0003 0.000
C 5.858017 0.387784 -0.738829 0.0861 -0.0875 -0.0091 0.000
C 4.507345 0.702029 -0.712830 -0.1316 -0.0671 -0.0229 0.001
C 4.104198 2.031688 -0.688525 -0.0718 0.0398 -0.0064 0.000
C 5.047983 3.040392 -0.681098 -0.0012 0.0685 -0.0037 0.000
N 3.527043 -0.336085 -0.709038 0.1423 0.0747 0.0570 0.002
C 3.753914 -1.704130 -0.693000 -0.0673 0.0482 -0.0392 0.003
C 2.534468 -2.294382 -0.667642 -0.1321 0.1782 0.0092 0.005
N 1.567653 -1.310173 -0.655798 0.2110 -0.1714 0.0356 0.111
C 2.184846 -0.156436 -0.687127 -0.1067 -0.0349 -0.1253 0.003
H 7.856379 1.153522 -0.751917 -0.0463 0.0024 0.0005 0.000
H 6.194752 -0.638668 -0.770368 -0.0333 0.0336 0.0098 0.000
H 3.056717 2.296364 -0.680247 0.0353 0.0313 0.0132 0.000
H 4.733766 4.075030 -0.661704 -0.0142 -0.0222 -0.0013 0.000
H 4.734540 -2.142125 -0.716951 -0.0285 0.0680 0.0140 0.001
H 2.279051 -3.340862 -0.676318 0.0357 0.0671 0.0116 0.000
H 1.672697 0.791972 -0.740625 0.0720 -0.0672 0.0314 0.000
C -2.419790 -2.466794 -3.396661 0.2287 -0.0087 0.1266 0.007
C -1.052175 -1.972900 -3.835410 -0.2045 0.3235 -0.0540 0.009
O -0.768004 -1.825915 -5.003970 0.0503 -0.1548 0.2020 0.019
O -0.174392 -1.671977 -2.885299 -0.0351 -0.0861 0.0917 0.134
H -3.025379 -2.645947 -4.278827 -0.0312 -0.0347 -0.0185 0.002
H -2.910229 -1.726356 -2.758255 0.0631 -0.0692 -0.0834 0.002
H -2.311030 -3.391038 -2.823025 -0.0531 0.0380 -0.0239 0.001
F -3.082038 1.340768 -3.298307 -0.0194 0.0280 -0.1273 0.000
C -2.535233 2.184316 -2.433725 0.0050 -0.0663 0.2294 0.001
F -1.451420 2.720904 -2.968115 -0.0138 0.0704 -0.0646 0.000
F -3.408136 3.137690 -2.140849 -0.0664 0.0660 -0.0467 0.000
S -2.069513 1.236500 -0.882653 0.0276 -0.2932 0.2365 0.004
O -0.622008 1.301415 -0.839484 -0.0934 0.0376 -0.0329 0.002
O -2.641421 -0.088904 -1.089159 0.0364 0.4163 0.0047 0.036
N -2.775756 1.871442 0.356738 0.1425 0.2200 -0.1160 0.001
S -2.165543 3.185303 1.046143 0.0778 -0.2006 -0.2002 0.000
O -1.514921 2.855850 2.285613 0.0542 0.0711 -0.0427 0.000
O -1.525784 4.089984 0.135177 -0.0819 -0.0838 0.1153 0.000
C -3.745472 3.972057 1.552956 0.0854 -0.1988 -0.0626 0.000
F -4.489284 4.250032 0.490729 -0.1005 0.0373 0.0278 0.000
F -4.418881 3.156126 2.365215 -0.0799 0.0925 -0.0140 0.000
F -3.467151 5.096704 2.201334 -0.0378 0.1315 0.0808 0.000


No. 3
50
Properties=species:S:1:pos:R:3:forces:R:3:lowdin_spin:R:1 method="wB97M-V/def2-TZVPD" multiplicity=2 charge=+1 de_lowest_kj_mol=16.6 orbital_gap_ha="0.25564 / 0.24804" fmax_ev_per_a=0.16 energy_ha=-9153.624400
Cu 0.944691 -0.536817 -1.156064 0.0157 0.0864 0.1046 0.649
Br 3.710094 -5.792878 1.839562 -0.0021 0.0019 -0.0015 -0.001
C 2.973327 -4.279200 1.022566 0.0026 0.0033 0.0015 -0.002
C 3.531674 -3.029721 1.227648 -0.0076 -0.0062 0.0045 0.002
C 2.953750 -1.946610 0.591569 -0.0008 0.0103 0.0046 0.003
N 1.883273 -2.064258 -0.192293 0.0380 -0.0801 -0.0965 0.066
C 1.338972 -3.275462 -0.385808 0.0113 0.0075 0.0077 0.004
C 1.861772 -4.411445 0.201801 -0.0098 -0.0082 0.0113 0.003
C 0.152029 -3.292234 -1.279890 -0.0139 0.0046 -0.0043 0.002
C -0.565223 -4.436867 -1.575902 0.0169 -0.0123 -0.0093 0.001
C -1.649455 -4.333656 -2.434903 -0.0067 -0.0022 0.0017 -0.001
Br -2.644374 -5.859372 -2.863881 0.0022 0.0023 0.0017 0.000
C -1.990468 -3.102746 -2.970881 0.0048 0.0083 -0.0071 0.002
C -1.228596 -2.007120 -2.613114 -0.0029 -0.0100 -0.0086 0.003
N -0.185625 -2.098712 -1.788826 -0.0350 -0.0152 0.0101 0.037
H 4.397952 -2.895491 1.858109 0.0021 -0.0005 -0.0017 0.000
H 3.360357 -0.948832 0.691184 0.0007 -0.0024 -0.0080 0.000
H 1.428946 -5.385427 0.033649 -0.0026 0.0007 0.0069 0.001
H -0.299291 -5.394449 -1.155802 0.0017 -0.0010 -0.0042 0.000
H -2.825662 -2.994772 -3.646636 -0.0015 -0.0037 0.0007 0.000
H -1.447715 -1.016325 -2.986221 -0.0055 0.0001 0.0054 0.001
F 1.373382 3.309091 4.477360 -0.0022 -0.0036 -0.0043 0.000
C 1.625205 2.778111 3.286517 -0.0110 -0.0083 0.0049 -0.001
C 0.879773 1.709972 2.825095 -0.0349 -0.0129 0.0079 0.000
F -0.104781 1.206059 3.568222 0.0262 0.0133 -0.0257 0.000
C 1.155219 1.174378 1.579550 -0.0295 -0.0189 -0.0093 0.002
F 0.377449 0.136682 1.177169 -0.0048 0.0528 0.0098 -0.003
C 2.156187 1.658008 0.746753 -0.0597 0.0188 -0.0127 0.016
S 2.531663 1.046299 -0.858213 0.1502 -0.0571 0.0129 0.135
C 2.888731 2.735033 1.248171 -0.0065 0.0144 -0.0118 0.004
F 3.864181 3.261310 0.510107 0.0036 0.0040 0.0065 0.004
C 2.637300 3.290495 2.488919 0.0011 -0.0001 0.0022 0.000
F 3.359117 4.316729 2.921754 0.0047 0.0047 0.0007 0.000
C -1.169297 3.001838 -2.832554 -0.0019 -0.0236 -0.0046 0.003
S -0.451661 2.196469 -1.411248 -0.0394 0.0622 -0.0192 0.003
O -0.430045 0.721777 -1.850231 -0.0277 -0.0188 0.0098 0.064
C -1.794117 2.325547 -0.260719 -0.0130 -0.0148 -0.0001 0.000
C -2.939643 1.552686 -0.399365 0.0195 -0.0074 -0.0173 0.000
C -3.946756 1.679851 0.540679 -0.0090 0.0145 0.0198 0.000
C -3.803358 2.570533 1.600315 -0.0097 -0.0121 -0.0072 0.000
C -2.653929 3.334284 1.729736 0.0092 -0.0044 -0.0056 0.000
C -1.633788 3.208634 0.796324 0.0242 0.0135 0.0094 0.000
H -2.107521 2.514186 -3.089825 -0.0044 -0.0039 -0.0042 0.000
H -0.445838 2.916084 -3.641062 -0.0068 0.0143 -0.0084 0.000
H -1.331637 4.049290 -2.582155 -0.0029 -0.0056 0.0110 0.001
H -3.029460 0.854551 -1.222119 -0.0002 -0.0052 0.0054 0.000
H -4.846600 1.086237 0.452195 0.0034 -0.0029 -0.0023 0.000
H -4.594716 2.662956 2.331934 0.0028 0.0004 0.0026 0.000
H -2.543269 4.017871 2.560226 -0.0023 0.0049 0.0013 0.000
H -0.722219 3.787435 0.890596 0.0131 -0.0023 0.0090 0.000


No. 4
44
Properties=species:S:1:pos:R:3:forces:R:3:lowdin_charge:R:1 method="wB97M-V/def2-TZVPD" de_lowest_kj_mol=0.0 orbital_gap_ha=0.24843 fmax_ev_per_a=0.73 energy_ha=-8890.505927
Pt -0.008740 0.247531 -0.295121 -0.4783 0.4587 0.3171 1.065
Br -3.722971 -4.729613 -2.913070 0.0231 0.0278 0.0108 0.799
C -2.661082 -3.318333 -2.262680 0.0489 -0.0368 -0.0418 -0.667
C -1.308086 -3.273237 -2.554272 -0.0707 -0.0068 -0.0158 -0.074
C -0.572002 -2.223195 -2.038634 -0.0490 -0.1090 0.0902 -0.079
N -1.118486 -1.272870 -1.281701 0.1230 -0.0800 0.1681 -0.046
C -2.436375 -1.294169 -1.031528 0.0441 0.1134 -0.1720 -0.189
C -3.243641 -2.319091 -1.503753 0.0083 0.0762 -0.0256 -0.046
C -2.958316 -0.133054 -0.262185 -0.0712 0.1064 0.0943 -0.189
C -4.254729 -0.102344 0.228101 0.0161 0.0051 -0.0275 -0.049
C -4.657635 0.994968 0.968132 -0.0251 0.0533 0.0460 -0.668
Br -6.407735 1.059177 1.658905 0.0430 0.0043 -0.0175 0.798
C -3.771939 2.027685 1.209853 -0.0560 -0.0092 -0.0584 -0.072
C -2.496481 1.921614 0.683877 -0.0477 0.0121 -0.0799 -0.083
N -2.095838 0.880997 -0.043747 0.1439 -0.4558 0.0025 -0.013
H -0.832569 -4.033265 -3.155819 -0.0084 -0.0047 -0.0054 0.113
H 0.493601 -2.141975 -2.208672 0.0109 -0.0013 0.0368 0.115
H -4.304326 -2.342193 -1.307975 0.0024 0.0141 0.0083 0.104
H -4.943979 -0.915708 0.062748 0.0292 -0.0248 -0.0094 0.103
H -4.053857 2.892552 1.791343 0.0018 -0.0015 0.0104 0.113
H -1.758264 2.692538 0.853158 0.0238 -0.0023 0.0355 0.101
Br 2.482593 5.796306 2.550881 -0.0001 -0.0017 -0.0010 0.704
C 1.833093 4.201977 1.748558 0.0040 -0.0172 0.0027 -0.708
C 2.240745 2.972279 2.233438 0.0141 0.0290 0.0071 -0.135
C 1.760295 1.810380 1.643411 -0.0662 -0.0053 0.0172 -0.110
C 0.855694 1.833933 0.576571 -0.0143 0.1094 0.0433 -0.330
C 0.483435 3.104885 0.112713 0.0964 -0.0259 -0.0690 -0.172
C 0.959668 4.280417 0.679838 0.0000 0.0214 -0.0089 -0.148
H 2.932899 2.919473 3.063287 -0.0008 -0.0023 0.0029 0.098
H 2.109220 0.865535 2.037470 -0.0119 -0.0229 0.0032 0.081
H -0.190411 3.188918 -0.734795 0.0084 0.0055 -0.0152 0.087
H 0.657757 5.244167 0.291235 0.0016 -0.0009 -0.0031 0.097
N 6.290579 -3.563048 0.132623 -0.0004 -0.0132 0.0023 0.142
C 5.321017 -2.948077 0.068360 0.0450 -0.0203 0.0059 -0.196
C 4.111748 -2.180235 -0.017471 -0.0515 0.0331 -0.0162 -0.251
C 3.171897 -2.228066 1.011043 0.0153 -0.0207 0.0296 -0.041
C 2.007684 -1.486030 0.921088 0.0162 -0.0183 -0.0723 -0.134
C 1.733016 -0.673370 -0.190039 0.2487 -0.2485 -0.3068 -0.373
C 2.695948 -0.644319 -1.207523 -0.0225 0.0813 -0.0109 -0.121
C 3.867921 -1.380023 -1.130625 -0.0132 -0.0001 0.0167 -0.042
H 3.359859 -2.848463 1.878003 0.0124 -0.0031 -0.0021 0.116
H 1.295978 -1.535472 1.736660 -0.0057 -0.0103 0.0050 0.092
H 2.533201 -0.014905 -2.074761 0.0083 -0.0091 0.0028 0.093
H 4.599614 -1.334277 -1.926924 0.0038 0.0008 0.0005 0.115